1 | C2H9NO | ωB97M-V/def2-TZVPD

Values from the calculation:
SMILES string: NCO.C
HOMO level, eV: -9.676
Lowest unoccupied orbital energy, eV: 0.9293
Frontier orbital gap, hartree: 0.38976

Geometry as XYZ:
```
13
C2H9NO (ωB97M-V/def2-TZVPD)
N -1.5578 0.2338 0.9726
C -0.3752 1.0570 0.5870
O -0.8057 2.2490 0.0045
H -1.1693 -0.6820 1.1571
H -2.0230 0.5807 1.7945
H 0.2879 1.0463 1.4501
H 0.1383 0.3899 -0.1363
H -1.7405 2.0744 -0.0724
C 1.4336 -1.3932 -1.1251
H 2.4431 -1.0899 -0.8385
H 0.8495 -1.5533 -0.2300
H 1.4232 -2.2904 -1.7399
H 1.0959 -0.6223 -1.8236
```

***

2 | C2H9NO | ωB97M-V/def2-TZVPD

Values from the calculation:
SMILES string: CNC.O
HOMO level, eV: -9.244
Lowest unoccupied orbital energy, eV: 0.9194
Frontier orbital gap, hartree: 0.37349

Geometry as XYZ:
```
13
C2H9NO (ωB97M-V/def2-TZVPD)
C -1.7344 0.5692 0.5573
N -0.4424 -0.1251 0.4312
C -0.6604 -1.4504 -0.2043
H -1.7749 1.2507 -0.2969
H -2.6982 0.0622 0.6745
H -1.6420 1.2604 1.4020
H 0.0174 -0.2765 1.3170
H -1.6903 -1.7723 -0.3614
H -0.0176 -2.2313 0.1908
H -0.4466 -1.2641 -1.2733
O 2.6721 0.9460 -0.6646
H 2.0532 0.3616 -0.2178
H 2.1689 1.3085 -1.3762
```

***

3 | C2H9NO | ωB97M-V/def2-TZVPD

Values from the calculation:
SMILES string: COC.N
HOMO level, eV: -9.546
Lowest unoccupied orbital energy, eV: 0.9760
Frontier orbital gap, hartree: 0.38669

Geometry as XYZ:
```
13
C2H9NO (ωB97M-V/def2-TZVPD)
C -1.0775 -0.6009 0.3560
O 0.1339 -0.3510 -0.4239
C -0.1293 -0.3648 -1.8362
H -1.3855 0.3387 0.7743
H -1.8632 -1.1933 -0.2247
H -0.9527 -1.2989 1.2068
H -0.2335 -1.2972 -2.4720
H -1.0335 0.1550 -2.0014
H 0.5731 0.1898 -2.3815
N 1.0827 1.2773 1.7237
H 1.2659 0.9856 0.7933
H 0.2778 0.7701 2.2079
H 1.9420 1.0111 2.3040
```

***

Which one sits at the bottom of the stability order? 3 does.

***

1 | C2H9NO | ωB97M-V/def2-TZVPD

Values from the calculation:
SMILES string: COC.N
HOMO level, eV: -9.918
Lowest unoccupied orbital energy, eV: 0.7552
Frontier orbital gap, hartree: 0.39225

Geometry as XYZ:
```
13
C2H9NO (ωB97M-V/def2-TZVPD)
C 1.5714 -1.1321 -0.1992
O 0.6339 -1.8724 -0.9373
C -0.4787 -1.0813 -1.3007
H 1.9679 -0.3156 -0.8026
H 1.1217 -0.7028 0.7020
H 2.3510 -1.8077 0.1279
H -1.0407 -0.8393 -0.3909
H -0.1505 -0.1305 -1.7371
H -1.0586 -1.6476 -2.0191
N -1.5119 3.3854 2.1265
H -0.9392 4.2191 2.2402
H -1.8735 3.4317 1.1784
H -0.8393 2.6222 2.1199
```

***

2 | C2H9NO | ωB97M-V/def2-TZVPD

Values from the calculation:
SMILES string: COC.N
HOMO level, eV: -9.658
Lowest unoccupied orbital energy, eV: 0.9382
Frontier orbital gap, hartree: 0.38942

Geometry as XYZ:
```
13
C2H9NO (ωB97M-V/def2-TZVPD)
C -0.7655 -1.2720 0.0258
O -0.0076 -1.2111 -1.1688
C 0.8683 -0.1113 -1.2469
H -0.4114 -2.1102 0.6263
H -1.7925 -1.4795 -0.2450
H -0.7157 -0.3361 0.5749
H 1.1170 -0.0142 -2.3006
H 1.7883 -0.3014 -0.6817
H 0.3992 0.7968 -0.8469
N -0.2110 2.0242 1.8741
H 0.1681 2.2496 2.7895
H -0.0647 2.8567 1.3149
H 0.3842 1.2837 1.5244
```

***

Which one sits at the bottom of the stability order? 2 does.

***

1 | C6H10O | ωB97M-V/def2-TZVPD

Values from the calculation:
HOMO level, eV: -7.047
Lowest unoccupied orbital energy, eV: 0.9322
Frontier orbital gap, hartree: 0.29324

Geometry as XYZ:
```
17
C6H10O (ωB97M-V/def2-TZVPD)
C -2.4363 0.7504 0.2626
C -1.3614 -0.1409 0.8232
C 0.4370 -1.3950 -0.5181
C 1.8905 -1.2178 -0.2162
C 2.1838 0.0637 -0.0360
C 0.9592 0.9094 -0.2265
O -0.1103 -0.0530 -0.4038
H -3.2064 0.7536 1.0486
H -2.9102 0.3219 -0.6276
H -2.1944 1.8045 0.0435
H -0.8036 0.4477 1.5801
H 0.2363 -1.7588 -1.5325
H -0.1208 -1.9886 0.2131
H 2.5753 -2.0557 -0.1396
H 3.1532 0.4825 0.2129
H 0.7031 1.5342 0.6375
H 1.0048 1.5419 -1.1212
```

***

2 | C6H10O | ωB97M-V/def2-TZVPD

Values from the calculation:
HOMO level, eV: -7.576
Lowest unoccupied orbital energy, eV: -0.7376
Frontier orbital gap, hartree: 0.25131

Geometry as XYZ:
```
17
C6H10O (ωB97M-V/def2-TZVPD)
C -2.8197 0.1449 -1.0785
C -1.9938 0.8858 0.0277
C 2.0663 0.1304 1.4866
C 1.4334 -0.6204 0.5595
O 1.8047 -1.6685 -0.1842
C 0.6365 0.1456 -0.4747
C -0.5120 0.9689 -0.1970
H -2.8246 0.8245 -1.8897
H -3.8943 0.5639 -0.6988
H -2.8422 -1.0860 -1.2815
H -2.6816 1.9059 -0.0140
H -2.2457 0.2878 0.9080
H 3.0585 -0.1339 2.0852
H 1.3265 0.9203 1.8726
H 1.2577 -1.9352 -0.9685
H 1.2667 0.6045 -1.1795
H -0.3254 1.6245 1.1385
```

***

Which one sits at the bottom of the stability order? 2 does.

***

1 | C6H10O | ωB97M-V/def2-TZVPD

Values from the calculation:
SMILES string: C=CC=O.C=CC
HOMO level, eV: -9.501
Lowest unoccupied orbital energy, eV: 0.1540
Frontier orbital gap, hartree: 0.35480

Geometry as XYZ:
```
17
C6H10O (ωB97M-V/def2-TZVPD)
C -1.0923 -1.1402 -0.2267
C -1.8461 -0.0605 -0.0276
C -1.8238 0.6101 1.2966
O -1.0095 0.3732 2.1653
H -1.0839 -1.6801 -1.1703
H -0.4629 -1.5161 0.5768
H -2.5114 0.3433 -0.7944
H -2.6329 1.3515 1.4663
C 2.1353 -0.7751 -0.4229
C 1.3140 0.0506 -1.0629
C 0.8567 1.3372 -0.4608
H 2.6296 -1.5805 -0.9483
H 2.3784 -0.6239 0.6295
H 1.0267 -0.1520 -2.0975
H -0.1991 1.5243 -0.6556
H 1.4479 2.1403 -0.9122
H 1.0298 1.3379 0.6209
```

***

2 | C6H10O | ωB97M-V/def2-TZVPD

Values from the calculation:
HOMO level (alpha / beta), eV: -6.960 / -7.116
Lowest unoccupied orbital energy (alpha / beta), eV: 0.9587 / 0.9872
Frontier orbital gap (alpha / beta), hartree: 0.29102 / 0.29779

Geometry as XYZ:
```
17
C6H10O (ωB97M-V/def2-TZVPD)
O 1.6431 -0.4534 1.4170
C 0.4249 -0.5368 1.8512
C -0.7742 -0.1257 1.0726
C -0.9446 -0.7851 -0.3183
C -0.8100 0.1072 -1.5265
C -0.4840 1.3971 -1.5606
C 2.1368 -0.0727 0.2725
H 0.3742 -0.8577 2.8819
H -1.6327 -0.3948 1.6964
H -0.8254 0.9702 0.9714
H -1.9330 -1.2589 -0.3679
H -0.2306 -1.6138 -0.4295
H -0.9882 -0.4014 -2.4750
H -0.3931 1.9274 -2.5036
H -0.2714 1.9752 -0.6650
H 1.4952 0.2582 -0.5311
H 3.2128 -0.1350 0.2144
```

***

3 | C6H10O | ωB97M-V/def2-TZVPD

Values from the calculation:
SMILES string: C[C@H]1CC#C[C@H]1O.[H][H]
HOMO level (alpha / beta), eV: -9.395 / -9.396
Lowest unoccupied orbital energy (alpha / beta), eV: -0.3340 / -0.3337
Frontier orbital gap (alpha / beta), hartree: 0.33299 / 0.33302

Geometry as XYZ:
```
17
C6H10O (ωB97M-V/def2-TZVPD)
C -1.7797 0.8197 0.4671
C -0.7790 -0.2981 0.2299
C -0.6598 -0.7813 -1.2695
C 0.8183 -1.1934 -1.4477
C 1.2852 -0.8027 -0.3708
C 0.7049 0.0508 0.6949
O 1.0546 1.4053 0.6401
H -1.5018 1.7248 -0.0835
H -2.7754 0.5098 0.1280
H -1.8479 1.0836 1.5274
H -1.0650 -1.1752 0.8234
H -0.8870 0.0235 -1.9791
H -1.3575 -1.5976 -1.4814
H 0.8840 -0.2608 1.7255
H 1.0512 1.6747 -0.2890
H 4.3464 -0.1455 0.3117
H 3.7209 -0.4686 0.0708
```

***

Which one sits at the bottom of the stability order? 3 does.

***

1 | C2H6N2O | ωB97M-V/def2-TZVPD

Values from the calculation:
SMILES string: CNC(N)=O
HOMO level, eV: -9.695
Lowest unoccupied orbital energy, eV: 0.8828
Frontier orbital gap, hartree: 0.38874

Geometry as XYZ:
```
11
C2H6N2O (ωB97M-V/def2-TZVPD)
C 0.8310 -0.0191 -1.4305
N 0.6131 -0.2001 -0.0019
C -0.6695 0.0627 0.4200
N -0.9031 0.1604 1.7836
O -1.5792 0.2302 -0.3760
H -0.0454 -0.4081 -1.9518
H 0.9176 1.0399 -1.7065
H 1.7147 -0.5672 -1.7610
H 1.3846 -0.0487 0.6342
H -0.3635 -0.3810 2.4432
H -1.9004 0.1311 1.9466
```

***

2 | C2H6N2O | ωB97M-V/def2-TZVPD

Values from the calculation:
HOMO level, eV: -8.905
Lowest unoccupied orbital energy, eV: 0.4493
Frontier orbital gap, hartree: 0.34376

Geometry as XYZ:
```
11
C2H6N2O (ωB97M-V/def2-TZVPD)
C -1.8001 0.1875 0.2652
C 1.6180 -0.6111 0.2550
H -1.6380 0.3840 1.2828
H -2.7677 -0.2598 0.1404
H -1.6231 1.0528 -0.4614
H 0.4005 0.7433 -0.8711
H 1.7291 -1.6530 0.7857
H 1.7208 1.1956 -0.5528
N 0.4736 -0.4123 -0.6227
N 2.6268 0.2001 0.0807
O -0.7399 -0.8270 -0.3019
```

***

Which one sits at the bottom of the stability order? 2 does.

***

1 | C2H6N2O | ωB97M-V/def2-TZVPD

Values from the calculation:
SMILES string: [H]/N=C/N.C=O
HOMO level, eV: -10.052
Lowest unoccupied orbital energy, eV: 0.8781
Frontier orbital gap, hartree: 0.40168

Geometry as XYZ:
```
11
C2H6N2O (ωB97M-V/def2-TZVPD)
H 0.9247 -3.3343 -0.1736
N 0.9095 -2.3234 -0.2885
C 1.7362 -1.7963 0.5132
N 1.9045 -0.4091 0.5950
H 2.3105 -2.3633 1.2436
H 1.5362 -0.0119 -0.2699
H 2.8932 -0.1753 0.5473
C -2.2281 1.7459 -0.1850
O -2.4243 2.7901 -0.7433
H -2.5856 0.8067 -0.6352
H -1.6953 1.7071 0.7800
```

***

2 | C2H6N2O | ωB97M-V/def2-TZVPD

Values from the calculation:
SMILES string: NCC(N)=O
HOMO level, eV: -9.602
Lowest unoccupied orbital energy, eV: 0.8966
Frontier orbital gap, hartree: 0.38583

Geometry as XYZ:
```
11
C2H6N2O (ωB97M-V/def2-TZVPD)
N 1.3644 -0.2954 0.3607
C 0.4473 0.7640 -0.0556
C -0.9982 0.2787 -0.1716
N -1.1383 -1.0571 -0.2773
O -1.9234 1.0630 -0.1731
H 1.2070 -0.4997 1.3338
H 2.3000 0.0536 0.2722
H 0.6988 1.1233 -1.0504
H 0.4044 1.6283 0.6108
H -0.3158 -1.6116 -0.3581
H -2.0464 -1.4472 -0.4915
```

***

3 | C2H6N2O | ωB97M-V/def2-TZVPD

Values from the calculation:
SMILES string: NC=O.C=N
HOMO level, eV: -9.800
Lowest unoccupied orbital energy, eV: 0.7316
Frontier orbital gap, hartree: 0.38701

Geometry as XYZ:
```
11
C2H6N2O (ωB97M-V/def2-TZVPD)
N -0.9415 0.3853 0.1629
C -2.1077 -0.1136 -0.3178
O -2.4679 -0.1913 -1.5286
H -0.8798 0.4557 1.2032
H -0.3610 0.9099 -0.4312
H -2.5535 -0.4721 0.6345
C 3.2024 -0.3211 0.9249
N 1.9821 0.1418 0.6704
H 3.7187 -0.9129 1.6790
H 3.8685 -0.0828 0.0026
H 2.0984 0.5506 -0.3354
```

***

Which one sits at the bottom of the stability order? 3 does.

***

1 | C2H6N2O | ωB97M-V/def2-TZVPD

Values from the calculation:
SMILES string: NC=O.C=N
HOMO level, eV: -9.801
Lowest unoccupied orbital energy, eV: 0.9957
Frontier orbital gap, hartree: 0.39677

Geometry as XYZ:
```
11
C2H6N2O (ωB97M-V/def2-TZVPD)
N -0.0766 -1.1461 -1.4517
C 1.0505 -1.5009 -0.7717
O 0.9385 -2.1689 0.2243
H -0.9597 -1.1707 -0.9703
H -0.0918 -0.8406 -2.4097
H 1.9389 -1.1894 -1.3865
C -0.6273 1.8414 1.0554
N -0.3911 0.7110 1.5844
H -0.9780 1.8348 0.0263
H -0.3982 2.8131 1.4920
H -0.4051 0.8162 2.6077
```

***

2 | C2H6N2O | ωB97M-V/def2-TZVPD

Values from the calculation:
SMILES string: [H]/N=C(/N)CO
HOMO level, eV: -9.802
Lowest unoccupied orbital energy, eV: 0.7759
Frontier orbital gap, hartree: 0.38872

Geometry as XYZ:
```
11
C2H6N2O (ωB97M-V/def2-TZVPD)
H -0.8969 1.5460 -1.2141
N -1.3811 1.1080 -0.4582
C -0.5188 0.3121 0.0210
N -0.6086 -0.4398 1.1000
C 0.7888 0.0743 -0.5526
O 1.2684 -1.2560 -0.2914
H -1.4173 -0.2036 1.5675
H 0.1498 -0.3826 1.7397
H 0.7173 0.2721 -1.6129
H 1.4724 0.7944 -0.1136
H 0.4259 -1.8249 -0.1855
```

***

Which one sits at the bottom of the stability order? 1 does.